Density functional theory data (ωB97M-V/def2-TZVPD) for one molecule with the formula C5H14N2O at a distorted geometry.

Its SMILES is CNC[C@H](N)CCO. The energy relative to the best compared isomer or geometry (same formula, charge and spin) comes out at 244.4 kJ/mol. The value obtained for the orbital gap is 10.065 eV. For the LUMO energy, the calculation gives 1.0 eV. The calculation puts the total energy at -383.60762 a.u.

Geometry as ORCA input:
```
! RIJCOSX wB97M-V def2-TZVPD def2/J DEFGRID3
* xyz 0 1
C 2.870 -0.047 1.212
N 1.777 -0.156 0.176
C 0.638 0.736 0.524
C -0.425 0.472 -0.516
N -0.674 1.786 -1.207
C -1.744 -0.138 0.031
C -1.813 -1.661 -0.036
O -1.455 -2.148 -1.346
H 3.274 0.959 1.162
H 2.418 -0.274 2.152
H 3.648 -0.759 1.014
H 2.233 0.194 -0.664
H 0.343 0.480 1.551
H 0.925 1.830 0.638
H -0.072 -0.175 -1.321
H -0.964 1.728 -2.169
H -1.292 2.379 -0.676
H -1.853 0.157 1.093
H -2.606 0.317 -0.499
H -1.118 -2.240 0.569
H -2.812 -2.035 0.236
H -1.298 -1.405 -1.925
*
```



Density functional theory data (ωB97M-V/def2-TZVPD) for a 11-piece molecular cluster, C42H93B5F20N9O3 overall at a distorted geometry.

The energy relative to the best compared isomer or geometry (same formula, charge and spin) comes out at 398.0 kJ/mol. The value obtained for the orbital gap is 9.347 eV. For the LUMO energy, the calculation gives -1.9 eV. The calculation puts the total energy at -4496.89453 a.u.

Geometry as ORCA input:
```
! RIJCOSX wB97M-V def2-TZVPD def2/J DEFGRID3
* xyz 1 1
C -5.931 1.848 1.001
C -6.368 2.954 2.131
N -5.324 3.185 3.279
C -5.281 1.847 4.043
C -3.911 3.461 2.655
C -3.899 4.661 1.673
C -5.864 4.327 4.177
C -5.081 4.717 5.390
O -4.770 3.632 6.318
C -3.896 4.064 7.376
H -5.730 0.834 1.348
H -5.086 2.225 0.426
H -6.763 1.692 0.314
H -7.249 2.677 2.711
H -6.590 3.921 1.680
H -4.862 1.127 3.341
H -6.309 1.707 4.379
H -4.624 1.894 4.912
H -3.694 2.552 2.094
H -3.099 3.534 3.377
H -4.210 4.277 0.702
H -2.881 5.016 1.511
H -4.544 5.487 1.972
H -6.852 3.934 4.417
H -5.953 5.235 3.581
H -5.647 5.518 5.866
H -4.110 5.134 5.124
H -4.512 4.472 8.178
H -3.072 4.749 7.177
H -3.404 3.229 7.875
C -0.633 2.820 0.663
C -1.362 1.515 0.005
N -0.375 0.280 -0.311
C 0.224 -0.213 1.009
C -1.110 -0.866 -0.997
C -2.332 -1.415 -0.112
C 0.855 0.632 -1.241
C 0.441 1.329 -2.571
O -0.142 0.473 -3.569
C -0.192 1.053 -4.872
H -0.666 2.876 1.751
H -1.240 3.696 0.436
H 0.398 2.909 0.321
H -1.810 1.834 -0.936
H -2.099 1.109 0.698
H -0.561 -0.506 1.706
H 0.874 0.532 1.467
H 0.808 -1.121 0.859
H -0.431 -1.695 -1.197
H -1.413 -0.514 -1.983
H -1.969 -1.590 0.901
H -2.779 -2.360 -0.421
H -3.127 -0.701 0.102
H 1.387 -0.316 -1.321
H 1.464 1.320 -0.654
H 1.318 1.825 -2.987
H -0.225 2.179 -2.426
H 0.780 1.259 -5.320
H -0.557 2.075 -4.776
H -0.950 0.555 -5.476
C 2.525 -2.170 3.546
C 3.251 -3.172 4.500
N 3.159 -4.626 4.037
C 1.682 -5.127 4.014
C 3.736 -4.843 2.609
C 4.009 -6.282 2.148
C 3.854 -5.566 5.088
C 5.193 -5.055 5.566
O 5.997 -4.688 4.481
C 7.395 -4.661 4.765
H 2.673 -1.118 3.791
H 1.445 -2.230 3.679
H 2.746 -2.450 2.516
H 2.933 -3.206 5.542
H 4.309 -2.909 4.518
H 1.191 -4.807 4.932
H 1.645 -6.214 3.949
H 1.214 -4.618 3.171
H 4.658 -4.262 2.624
H 3.075 -4.320 1.918
H 4.325 -6.268 1.105
H 3.064 -6.822 2.214
H 4.728 -6.759 2.814
H 3.927 -6.559 4.646
H 3.156 -5.818 5.886
H 5.750 -5.728 6.219
H 5.028 -4.186 6.203
H 7.677 -3.654 4.459
H 7.993 -5.284 4.100
H 7.685 -4.786 5.809
C 2.088 -2.629 -8.523
C 3.455 -3.073 -8.080
N 3.815 -2.648 -6.760
C 5.077 -2.456 -6.268
C 5.141 -2.032 -4.958
N 3.808 -1.908 -4.603
C 3.028 -2.267 -5.702
C 3.259 -1.540 -3.322
H 1.646 -1.805 -7.964
H 1.391 -3.459 -8.406
H 2.120 -2.356 -9.578
H 4.154 -2.476 -8.666
H 3.678 -4.116 -8.303
H 5.893 -2.591 -6.963
H 5.991 -1.811 -4.328
H 1.948 -2.269 -5.675
H 2.539 -2.222 -2.871
H 2.744 -0.580 -3.300
H 4.054 -1.404 -2.588
C 1.911 6.003 0.663
C 1.255 6.322 -0.739
N 1.987 7.301 -1.570
C 3.134 7.047 -2.289
C 3.709 8.293 -2.631
N 2.906 9.275 -2.102
C 1.805 8.674 -1.461
C 3.018 10.701 -2.284
H 2.300 6.928 1.089
H 2.780 5.390 0.423
H 1.106 5.518 1.215
H 0.275 6.770 -0.577
H 1.154 5.417 -1.339
H 3.412 6.028 -2.513
H 4.563 8.625 -3.203
H 1.054 9.244 -0.934
H 3.052 11.078 -3.306
H 3.909 10.954 -1.710
H 2.148 11.169 -1.823
C -5.063 -7.248 -2.606
C -3.917 -6.371 -2.193
N -3.900 -4.946 -2.628
C -5.041 -4.046 -2.599
C -4.585 -2.807 -3.050
N -3.239 -3.012 -3.423
C -2.853 -4.342 -3.300
C -2.464 -2.019 -4.075
H -5.244 -7.408 -3.669
H -5.982 -6.904 -2.131
H -4.917 -8.291 -2.325
H -3.023 -6.794 -2.651
H -3.872 -6.461 -1.108
H -6.023 -4.333 -2.253
H -5.188 -1.934 -3.251
H -1.928 -4.821 -3.589
H -2.767 -1.983 -5.121
H -1.438 -2.364 -3.946
H -2.701 -1.027 -3.692
B 3.865 3.215 -2.077
F 2.701 3.344 -1.258
F 3.477 3.241 -3.428
F 4.775 4.249 -1.886
F 4.446 1.993 -1.682
B 0.270 -4.634 0.338
F -0.790 -4.688 1.203
F 1.052 -3.507 0.621
F 0.961 -5.810 0.208
F -0.184 -4.307 -0.914
B -1.866 0.683 4.432
F -1.629 2.031 4.641
F -0.725 0.011 4.500
F -2.769 0.157 5.365
F -2.362 0.398 3.163
B -4.917 0.851 -2.728
F -5.620 2.031 -2.543
F -4.988 0.473 -4.154
F -3.587 1.092 -2.433
F -5.473 -0.076 -1.872
B 4.207 -1.097 0.298
F 4.849 -1.817 1.311
F 3.661 0.133 0.728
F 5.131 -0.753 -0.643
F 3.265 -1.893 -0.253
*
```



Density functional theory data (ωB97M-V/def2-TZVPD) for C9H16N2 as an isolated structure at a distorted geometry.

The energy relative to the best compared isomer or geometry (same formula, charge and spin) comes out at 426.8 kJ/mol. The value obtained for the orbital gap is 9.391 eV. For the LUMO energy, the calculation gives -8.1 eV. The calculation puts the total energy at -461.22197 a.u.

Geometry as ORCA input:
```
! RIJCOSX wB97M-V def2-TZVPD def2/J DEFGRID3
* xyz 2 1
C -2.142 -0.031 0.849
C 0.244 -1.264 -1.678
C -1.200 -0.734 0.364
C -0.188 1.184 -0.843
C 0.671 0.180 -1.596
C -0.676 0.616 0.623
C 2.158 0.225 -1.238
C -0.657 -3.359 -0.624
C 0.060 0.937 1.934
N -0.455 -1.992 -0.913
N -0.286 2.374 2.295
H -3.140 0.143 1.182
H 0.797 -1.744 -2.463
H 0.384 2.159 -0.787
H -1.059 1.552 -1.407
H 0.536 0.521 -2.650
H 2.699 -0.668 -1.558
H 2.128 0.370 -0.156
H 2.607 1.181 -1.586
H -1.592 -3.306 -0.030
H 0.215 -3.636 0.022
H -0.802 -4.009 -1.452
H 1.140 0.804 1.953
H -0.378 0.272 2.647
H -0.193 2.558 3.292
H -1.194 2.629 2.072
H 0.326 3.036 1.749
*
```



Density functional theory data (ωB97M-V/def2-TZVPD) for one molecule with the formula C20H22N2O3.

Its SMILES is CCCN1C(=O)c2cc(C(=O)Nc3ccccc3CC)ccc2[C@H]1O. The energy relative to the best compared isomer or geometry (same formula, charge and spin) comes out at 25.3 kJ/mol. The value obtained for the orbital gap is 9.382 eV. For the LUMO energy, the calculation gives 0.3 eV. The calculation puts the total energy at -1110.61797 a.u.

Geometry as ORCA input:
```
! RIJCOSX wB97M-V def2-TZVPD def2/J DEFGRID3
* xyz 0 1
C -4.285 -2.026 -0.889
C -4.965 -0.666 -0.985
C -4.712 0.211 0.244
N -3.310 0.509 0.430
C -2.614 1.364 -0.372
O -3.069 1.987 -1.304
C -1.220 1.348 0.145
C -0.100 2.028 -0.290
C 1.106 1.800 0.369
C 2.306 2.569 -0.079
O 2.250 3.753 -0.346
N 3.484 1.895 -0.154
C 3.759 0.521 0.040
C 4.681 0.190 1.032
C 5.024 -1.126 1.269
C 4.452 -2.126 0.500
C 3.561 -1.796 -0.503
C 3.196 -0.478 -0.758
C 2.267 -0.180 -1.903
C 0.929 -0.910 -1.783
C 1.161 0.946 1.468
C 0.028 0.277 1.912
C -1.154 0.475 1.229
C -2.523 -0.103 1.483
O -3.040 0.156 2.756
H -3.202 -1.915 -0.873
H -4.547 -2.639 -1.747
H -4.596 -2.549 0.014
H -6.043 -0.800 -1.088
H -4.603 -0.135 -1.866
H -5.247 1.158 0.118
H -5.064 -0.282 1.154
H -0.152 2.715 -1.121
H 4.286 2.489 -0.325
H 5.121 0.983 1.619
H 5.734 -1.368 2.044
H 4.713 -3.159 0.672
H 3.148 -2.579 -1.120
H 2.755 -0.494 -2.831
H 2.089 0.893 -1.974
H 0.475 -0.723 -0.813
H 1.058 -1.983 -1.898
H 0.246 -0.564 -2.555
H 2.093 0.808 1.995
H 0.072 -0.379 2.767
H -2.535 -1.199 1.398
H -3.015 1.107 2.923
*
```



Density functional theory data (ωB97M-V/def2-TZVPD) for one molecule with the formula C7H9N3O3 at a distorted geometry.

The energy relative to the best compared isomer or geometry (same formula, charge and spin) comes out at 596.1 kJ/mol. The value obtained for the orbital gap (alpha / beta) is 8.268 / 6.806 eV. For the LUMO energy (alpha / beta), the calculation gives -0.6 / -1.4 eV. The calculation puts the total energy at -661.95301 a.u.

Geometry as ORCA input:
```
! RIJCOSX wB97M-V def2-TZVPD def2/J DEFGRID3
* xyz 0 1
C 1.708 2.300 0.181
C 1.734 0.991 0.526
C 0.118 1.410 -0.881
C -3.984 0.454 0.399
C 0.341 -0.954 0.057
C -0.979 -1.319 -0.690
C -2.816 0.166 -0.337
N 0.701 0.414 -0.156
N 0.784 2.495 -0.789
N 2.592 0.365 1.409
O -4.401 -0.194 1.349
O -4.430 1.651 -0.017
O -2.094 -0.919 0.045
H 2.549 3.012 0.442
H 0.421 -1.115 1.171
H 1.034 -1.616 -0.495
H -0.994 -0.870 -1.758
H -1.015 -2.346 -0.764
H -2.320 0.780 -1.129
H -4.789 1.970 0.783
H 2.310 0.316 2.317
H 2.883 -0.622 1.155
*
```



Density functional theory data (ωB97M-V/def2-TZVPD) for C30H58Cl26FNO3 as an isolated structure at a distorted geometry.

The value obtained for the orbital gap is 8.550 eV. For the LUMO energy, the calculation gives 0.0 eV. The calculation puts the total energy at -13523.13036 a.u.

Geometry as ORCA input:
```
! RIJCOSX wB97M-V def2-TZVPD def2/J DEFGRID3
* xyz 0 1
N 2.964 -0.861 -0.159
C 2.431 -2.255 -0.428
C 0.797 -2.365 -0.496
O 0.129 -2.512 0.807
C -1.069 -1.659 0.843
O -1.663 -1.214 1.959
O -1.408 -1.516 -0.582
C -0.087 -1.184 -1.210
F 0.162 0.166 -0.646
H 2.493 -0.397 0.649
H 2.938 -0.254 -1.025
H 2.945 -2.660 -1.405
H 2.800 -2.975 0.449
H 0.636 -3.398 -1.022
H -0.364 -1.261 -2.349
Cl 3.274 3.603 -3.850
C 2.074 2.364 -4.298
C 1.765 1.421 -3.146
Cl 3.145 0.365 -2.753
H 2.454 1.824 -5.171
H 1.166 2.897 -4.597
H 0.932 0.766 -3.416
H 1.488 1.969 -2.240
Cl 3.886 -4.631 -2.817
C 3.460 -6.306 -2.385
C 2.866 -6.405 -0.989
Cl 4.071 -6.072 0.280
H 4.360 -6.922 -2.485
H 2.730 -6.648 -3.125
H 2.495 -7.419 -0.814
H 2.031 -5.710 -0.856
Cl -1.712 -5.956 4.035
C -0.782 -4.738 4.944
C 0.019 -3.827 4.029
Cl 1.361 -4.685 3.232
H -0.137 -5.264 5.655
H -1.507 -4.149 5.515
H 0.465 -3.014 4.610
H -0.609 -3.383 3.251
Cl 2.280 1.827 1.679
C 0.711 2.640 1.454
C 0.714 4.056 2.007
Cl 0.806 4.084 3.785
H -0.061 2.025 1.926
H 0.518 2.661 0.377
H -0.214 4.566 1.730
H 1.552 4.641 1.614
Cl -5.696 0.386 -3.726
C -5.125 -0.060 -2.098
C -4.188 0.984 -1.513
Cl -2.626 1.041 -2.367
H -4.644 -1.041 -2.165
H -6.014 -0.159 -1.468
H -3.969 0.743 -0.468
H -4.630 1.985 -1.545
Cl 3.078 3.032 8.004
C 1.509 3.845 7.779
C 1.512 5.261 8.331
Cl 1.604 5.289 10.110
H 0.737 3.230 8.251
H 1.316 3.866 6.702
H 0.584 5.770 8.055
H 2.350 5.845 7.939
Cl 3.125 7.155 -3.722
C 2.610 8.039 -2.264
C 2.443 7.119 -1.065
Cl 1.054 6.020 -1.248
H 1.681 8.568 -2.499
H 3.383 8.785 -2.056
H 2.260 7.713 -0.164
H 3.337 6.512 -0.896
Cl -1.977 7.766 -1.812
C -3.177 6.528 -2.260
C -3.486 5.585 -1.109
Cl -2.106 4.529 -0.716
H -2.797 5.988 -3.133
H -4.084 7.061 -2.559
H -4.319 4.929 -1.378
H -3.763 6.133 -0.203
Cl -6.327 -4.534 -5.364
C -6.432 -4.995 -3.647
C -6.160 -3.821 -2.719
Cl -4.459 -3.296 -2.779
H -5.730 -5.817 -3.473
H -7.445 -5.372 -3.482
H -6.366 -4.109 -1.684
H -6.790 -2.960 -2.964
Cl -11.201 -3.752 -7.406
C -9.470 -3.922 -7.794
C -9.230 -4.910 -8.925
Cl -9.588 -6.586 -8.442
H -8.945 -4.220 -6.881
H -9.113 -2.930 -8.085
H -8.178 -4.885 -9.223
H -9.838 -4.672 -9.803
Cl 10.103 -6.851 -0.936
C 8.877 -6.383 0.268
C 7.907 -7.514 0.569
Cl 6.841 -7.872 -0.812
H 8.357 -5.495 -0.106
H 9.417 -6.103 1.177
H 7.259 -7.235 1.405
H 8.434 -8.435 0.839
Cl 0.599 -1.650 -3.754
C 0.470 -1.911 -5.512
C 1.822 -2.180 -6.153
Cl 2.868 -0.738 -6.146
H -0.017 -1.034 -5.950
H -0.188 -2.773 -5.656
H 1.686 -2.467 -7.200
H 2.355 -2.989 -5.644
Cl 0.644 8.448 14.786
C 2.374 8.279 14.398
C 2.615 7.291 13.267
Cl 2.256 5.615 13.751
H 2.899 7.981 15.311
H 2.732 9.271 14.108
H 3.667 7.316 12.969
H 2.007 7.528 12.389
*
```



Density functional theory data (ωB97M-V/def2-TZVPD) for H28O14 as an isolated structure at a distorted geometry.

The energy relative to the best compared isomer or geometry (same formula, charge and spin) comes out at 439.8 kJ/mol. The value obtained for the orbital gap is 10.130 eV. For the LUMO energy, the calculation gives -0.2 eV. The calculation puts the total energy at -1070.03346 a.u.

Geometry as ORCA input:
```
! RIJCOSX wB97M-V def2-TZVPD def2/J DEFGRID3
* xyz 0 1
O 0.057 2.410 2.654
H -0.360 3.169 2.916
H 0.617 2.471 1.837
O 3.223 0.470 1.371
H 3.082 -0.154 2.120
H 4.159 0.550 1.521
O -1.692 -3.876 -1.106
H -1.371 -2.917 -1.152
H -2.293 -3.925 -0.267
O 1.013 -2.410 0.660
H 0.548 -2.942 1.247
H 1.451 -2.955 0.012
O 0.257 -0.271 3.441
H 0.110 0.674 3.325
H 0.199 -0.781 2.456
O -0.905 -1.995 -1.767
H -1.348 -1.329 -1.156
H -1.396 -1.969 -2.560
O -2.164 1.486 -2.398
H -2.112 0.708 -1.737
H -1.926 1.096 -3.303
O -2.487 0.696 2.190
H -1.637 0.861 1.818
H -2.164 1.222 3.051
O 1.505 -1.949 -2.819
H 1.276 -1.850 -3.666
H 0.636 -1.765 -2.425
O -0.347 3.246 -1.027
H -0.979 2.596 -1.156
H 0.222 3.614 -1.830
O 1.877 2.824 0.602
H 2.402 2.192 0.311
H 1.113 2.987 -0.058
O 2.275 0.251 -1.105
H 2.247 -0.521 -1.620
H 2.793 -0.022 -0.309
O -0.128 0.118 0.431
H 0.610 0.512 0.035
H 0.119 -0.751 0.206
O -2.821 -0.426 -0.510
H -3.519 -1.079 -0.418
H -2.144 -0.282 0.177
*
```



Please write out number 7 again, unchanged.
Density functional theory data (ωB97M-V/def2-TZVPD) for H28O14 as an isolated structure at a distorted geometry.

The energy relative to the best compared isomer or geometry (same formula, charge and spin) comes out at 439.8 kJ/mol. The value obtained for the orbital gap is 10.130 eV. For the LUMO energy, the calculation gives -0.2 eV. The calculation puts the total energy at -1070.03346 a.u.

Geometry as ORCA input:
```
! RIJCOSX wB97M-V def2-TZVPD def2/J DEFGRID3
* xyz 0 1
O 0.057 2.410 2.654
H -0.360 3.169 2.916
H 0.617 2.471 1.837
O 3.223 0.470 1.371
H 3.082 -0.154 2.120
H 4.159 0.550 1.521
O -1.692 -3.876 -1.106
H -1.371 -2.917 -1.152
H -2.293 -3.925 -0.267
O 1.013 -2.410 0.660
H 0.548 -2.942 1.247
H 1.451 -2.955 0.012
O 0.257 -0.271 3.441
H 0.110 0.674 3.325
H 0.199 -0.781 2.456
O -0.905 -1.995 -1.767
H -1.348 -1.329 -1.156
H -1.396 -1.969 -2.560
O -2.164 1.486 -2.398
H -2.112 0.708 -1.737
H -1.926 1.096 -3.303
O -2.487 0.696 2.190
H -1.637 0.861 1.818
H -2.164 1.222 3.051
O 1.505 -1.949 -2.819
H 1.276 -1.850 -3.666
H 0.636 -1.765 -2.425
O -0.347 3.246 -1.027
H -0.979 2.596 -1.156
H 0.222 3.614 -1.830
O 1.877 2.824 0.602
H 2.402 2.192 0.311
H 1.113 2.987 -0.058
O 2.275 0.251 -1.105
H 2.247 -0.521 -1.620
H 2.793 -0.022 -0.309
O -0.128 0.118 0.431
H 0.610 0.512 0.035
H 0.119 -0.751 0.206
O -2.821 -0.426 -0.510
H -3.519 -1.079 -0.418
H -2.144 -0.282 0.177
*
```